1.
5
Properties=species:S:1:pos:R:3:forces:R:3:lowdin_charge:R:1 method="wB97M-V/def2-TZVPD" total_charge=0 energy_ev=-6531.65864 lumo_energy_ev=-0.56 fmax_ev_per_a=3.6 smiles="N#N.N=O"
H 0.52153 0.81337 0.82787 -0.116 1.204 2.299 0.032
N -1.86458 -1.02997 0.20777 0.662 0.436 -1.114 0.014
O 1.93559 0.52379 -0.29136 -1.195 0.095 0.705 -0.029
N -1.35055 -0.69841 -0.70649 -1.473 -0.840 0.881 -0.018
N 0.75800 0.39122 -0.03778 2.121 -0.894 -2.771 0.001



2.
81
Properties=species:S:1:pos:R:3:forces:R:3:lowdin_charge:R:1 method="wB97M-V/def2-TZVPD" total_charge=+2 energy_ev=-180569.08529 lumo_energy_ev="-5.04 / -9.40" fmax_ev_per_a=4.3 multiplicity=2
C -2.03960 0.36964 1.46040 0.014 1.525 -0.128 -0.140
C -3.13676 -2.54042 -3.18735 -0.471 0.417 0.148 -0.149
H 0.78049 -3.94624 -4.90224 0.052 -0.320 0.226 0.086
H -2.29517 -6.85846 -1.40074 0.249 0.026 0.086 0.086
C -1.73010 -2.50665 -2.52837 -0.270 0.456 -1.231 -0.380
C -1.61082 -4.85120 -0.94792 -0.580 -0.733 -0.124 -0.399
N 8.16495 1.35702 6.84120 0.582 0.321 0.463 0.062
H 3.20009 -2.83882 0.23185 -0.171 0.102 0.001 0.101
P 1.26479 0.91370 -1.68665 0.208 -0.355 0.487 0.897
H -2.62820 -4.50269 -0.71765 0.172 -0.008 -0.298 0.102
H 0.97741 -2.99835 -2.61722 -0.664 -0.100 -0.134 0.030
H 0.68814 -5.60614 -4.22899 0.254 0.256 -0.155 0.075
H 5.24683 -1.39867 1.09884 -1.799 -0.286 0.343 0.155
C 2.55322 0.40525 2.42288 -0.071 -0.876 -0.593 0.004
H 1.58431 -1.26784 -2.56241 0.231 0.484 -0.160 0.030
H 0.19663 3.28425 -4.36402 -0.015 0.113 -0.180 0.084
H 2.20785 -4.69145 -4.16694 -0.243 0.051 0.081 0.088
Cl -3.51347 0.67608 3.69596 -0.101 0.019 -0.136 0.740
H 1.65874 3.03383 0.62753 0.278 0.118 -0.568 0.067
H 1.93951 -0.00501 -3.75863 0.326 -0.263 0.197 0.092
H -2.22739 4.07021 0.39648 -0.148 -0.020 0.132 0.121
H 6.87949 1.82721 8.36672 -0.194 -0.236 -0.338 0.118
H -3.39434 -1.57415 -3.63707 0.045 -0.203 0.202 0.082
H 1.87964 4.00320 -0.89722 0.123 -0.461 0.508 0.069
H -1.05730 -1.73404 -3.03095 -0.656 -1.365 0.441 0.105
C -2.78697 1.25685 2.24917 0.158 -0.196 -0.551 -0.642
H -0.94981 -4.33805 -0.20726 -0.422 -0.526 -1.042 -0.052
H 0.41792 -0.00434 2.17785 0.239 -0.305 0.143 0.096
H -3.52307 3.28998 2.46196 0.366 -0.491 -0.357 0.133
H 9.38709 0.98099 5.24135 -0.241 -0.086 -0.060 0.114
H 3.20128 1.26284 -0.38783 -0.306 0.110 -0.360 0.078
C 5.81719 1.29245 6.52772 -0.017 -0.027 -0.197 -0.015
C 3.62120 -0.53754 -2.45913 0.554 -0.203 -0.132 -0.122
H 3.82804 -1.01901 -1.46721 -0.251 0.552 -0.882 0.059
H 1.80017 2.70711 -3.96706 0.096 -0.049 -0.023 0.080
C 3.83154 -0.19047 2.24425 0.104 0.484 -0.529 -0.239
H 4.85525 1.39039 7.01039 -0.260 0.006 -0.264 0.108
H 3.97797 -1.23143 -3.25330 0.002 0.476 0.596 0.088
C 4.14649 -1.22960 1.33228 -1.475 -0.238 0.050 0.004
H 3.80714 0.80612 4.80980 0.762 -0.153 -0.684 0.132
H -2.03075 -0.69028 1.70426 0.248 0.161 -0.108 0.111
H -1.74306 -6.61799 0.25969 0.065 0.008 -0.258 0.093
H -0.74992 2.10348 -2.36002 0.238 -0.141 -0.246 0.053
Br 0.38879 -2.73090 0.33148 0.504 1.201 1.169 0.965
C 1.11849 -4.60454 -4.08538 0.320 -0.127 -0.372 -0.147
H -3.92984 -2.78594 -2.45488 0.417 0.006 -0.439 0.088
H 3.28300 3.62713 0.14343 -0.865 -0.348 -0.325 0.098
H 7.56500 0.59333 3.66466 -0.365 0.032 0.060 0.099
C 0.17308 1.78682 -2.85087 -0.112 0.048 -0.041 -0.384
H 3.24890 2.16877 -1.90461 -0.008 0.209 0.399 0.085
N -1.28705 0.83601 0.42825 -0.938 -0.205 0.592 -0.022
C 6.93945 1.50727 7.32241 0.162 -0.131 -0.512 -0.126
Cu 0.44268 -0.15843 -0.02758 -0.613 0.128 -0.050 0.024
H -1.72933 -2.25449 -1.44838 -0.157 -0.213 -0.567 0.047
C -2.91029 2.59409 1.86492 0.184 0.564 -0.126 -0.044
H 0.95353 3.81646 -2.89224 0.062 -0.024 0.144 0.067
C -2.19987 3.04485 0.73980 -0.065 -1.119 0.518 -0.005
C -1.53497 -6.36273 -0.78725 0.082 -0.315 0.299 -0.133
H 2.52378 1.43974 2.88964 -0.379 -1.736 -0.338 0.152
C 0.82892 2.95678 -3.54479 -0.067 0.312 -0.546 -0.124
H -0.15283 1.02314 -3.56577 0.145 0.006 -0.045 0.086
C 4.94671 0.22973 3.03108 0.526 1.340 1.722 -0.062
C 4.79764 0.70113 4.30858 0.318 -0.605 -0.758 0.002
P -1.15715 -4.25311 -2.65064 1.702 2.616 3.020 1.226
H -3.15837 -3.27820 -4.00898 -0.179 0.332 0.306 0.065
H -0.77857 2.53415 -0.74406 -0.027 -0.553 0.543 0.071
C 7.28576 0.83420 4.68503 0.233 0.209 0.554 -0.013
C 2.61134 1.94168 -1.03385 0.873 0.313 -0.536 -0.393
C 1.72330 -1.50747 1.13242 0.673 0.152 0.921 -0.569
C 3.03651 -1.96040 0.84632 0.862 1.235 0.121 -0.125
C 2.12236 -0.31455 -2.71391 0.198 -0.175 -0.793 -0.384
H 4.21488 0.41028 -2.53113 -0.512 -0.967 0.027 0.083
C 0.68200 -4.04634 -2.72599 0.294 -0.836 -0.705 -0.396
H 5.94552 0.05850 2.58877 -0.651 0.132 0.544 0.114
H 1.18375 -4.54561 -1.89357 -0.349 -0.429 -0.086 0.077
C 2.31676 3.21468 -0.25037 0.168 0.639 0.356 -0.127
C -1.37639 2.13115 0.07320 -0.502 0.479 0.803 -0.131
C 8.34916 1.04646 5.56507 -0.722 -0.046 -0.093 -0.126
C 5.96169 0.95058 5.16834 0.878 0.160 0.407 -0.210
H -0.53783 -6.76060 -1.02946 -0.339 0.095 0.012 0.083
C 1.43096 -0.34141 1.95127 1.239 -0.426 -0.547 -0.114



3.
46
Properties=species:S:1:pos:R:3:forces:R:3:lowdin_charge:R:1 method="wB97M-V/def2-TZVPD" total_charge=+2 energy_ev=-138440.25628 lumo_energy_ev="-8.32 / -8.29" fmax_ev_per_a=0.6 multiplicity=2
H 0.91951 4.26163 -0.14120 0.034 -0.003 -0.005 0.125
N -2.05315 -1.92786 0.53715 -0.016 0.021 0.231 -0.078
O -4.42324 -5.12189 1.50008 0.036 0.108 0.016 0.168
N 2.56635 1.89623 -0.79013 -0.370 0.117 -0.038 -0.026
C 0.05592 -0.52435 -3.39883 -0.023 -0.003 0.029 0.007
N -0.46327 -0.28804 -1.24414 0.171 -0.014 -0.254 -0.046
C 3.74372 1.23595 -0.99951 0.214 0.270 -0.300 -0.089
C 1.95912 -0.55526 2.82255 -0.048 -0.015 -0.005 0.016
Fe -1.25368 -0.12719 0.44891 -0.516 0.220 -0.119 0.629
Br -2.95256 -0.18705 2.35904 -0.047 -0.110 -0.035 1.037
N 1.40669 0.41003 0.89988 0.042 0.174 -0.139 0.065
N 0.33061 -0.28332 1.33257 0.255 -0.245 0.349 -0.058
C -3.78971 -2.92582 1.87659 0.018 0.092 0.042 0.031
H 4.14434 4.23965 -2.19785 0.037 -0.005 -0.023 0.118
N 2.62556 3.16316 -1.30173 -0.199 -0.141 0.439 0.081
H -2.48763 -5.11567 -0.39367 0.003 0.001 -0.002 0.142
H 3.87942 0.20952 -0.69771 0.024 -0.011 -0.037 0.127
C -1.18024 3.98414 0.61756 -0.095 -0.065 0.016 0.005
C 2.39097 0.26861 1.78630 0.021 0.063 -0.083 0.011
C -2.65194 -4.19957 0.15761 0.018 0.014 0.000 0.059
H -4.51854 -2.84540 2.67036 -0.003 0.003 -0.001 0.148
H -1.11001 -3.11811 -0.86759 -0.008 0.002 -0.006 0.129
N 0.66614 0.39734 -1.48615 0.211 0.137 -0.041 0.048
H -0.05277 -1.48659 3.03231 -0.004 0.001 0.004 0.122
H -2.85697 2.59009 1.07726 0.011 0.007 0.020 0.105
C -1.88807 -3.09347 -0.11715 0.029 -0.076 -0.030 -0.062
H 5.60855 1.92232 -1.94403 -0.019 0.011 0.028 0.108
H 2.52086 -0.87012 3.68389 0.000 -0.002 0.005 0.126
H 0.02648 -0.81921 -4.43254 -0.010 -0.009 0.000 0.122
H -4.27532 -5.92520 0.98219 0.011 -0.044 -0.031 0.154
N -1.05519 1.77453 0.33679 0.228 -0.008 0.029 -0.058
C -2.97409 -1.90214 1.51194 0.022 0.013 -0.052 -0.620
C -0.84786 -0.85275 -2.40069 -0.131 -0.054 -0.046 -0.079
H 1.88275 0.76117 -3.16262 0.016 0.007 0.005 0.147
H -1.55348 4.96764 0.84062 -0.013 -0.002 -0.003 0.122
C -1.84719 2.77774 0.74854 -0.057 0.125 -0.006 -0.094
B 1.25994 1.32049 -0.38125 0.107 -0.006 -0.026 -0.616
C 4.59286 2.10440 -1.63718 -0.101 -0.060 0.320 -0.028
H 3.33753 0.76327 1.63553 -0.026 -0.003 0.015 0.145
H -1.75391 -1.43315 -2.46597 0.004 -0.011 0.003 0.122
C -3.63115 -4.12667 1.15997 -0.015 -0.082 -0.027 -0.262
C 1.00224 0.27393 -2.77622 -0.084 -0.030 0.130 0.014
C 0.07158 3.65429 0.12393 -0.029 -0.157 -0.064 0.007
N 0.12635 2.32560 -0.04673 0.189 0.025 0.060 0.058
C 3.84415 3.30049 -1.76225 0.201 -0.195 -0.356 -0.118
C 0.65833 -0.87340 2.50357 -0.089 -0.058 -0.012 -0.061



4.
22
Properties=species:S:1:pos:R:3:forces:R:3:lowdin_charge:R:1 method="wB97M-V/def2-TZVPD" total_charge=+1 energy_ev=-6468.65305 lumo_energy_ev="-2.84 / -10.40" fmax_ev_per_a=5.6 multiplicity=2
H 3.68984 0.36086 -1.26153 0.162 0.881 0.627 0.072
H -1.36176 1.40257 1.39991 -1.919 1.812 -0.595 0.083
H -0.15503 0.57709 1.66522 4.052 -0.575 0.691 0.036
H 1.29283 1.21608 0.34880 -0.835 0.345 1.019 -0.004
C -1.11204 0.39863 1.41711 -1.778 -1.415 0.424 0.083
H -2.53658 0.18137 -1.67728 0.669 -0.038 -0.601 0.098
C 2.67301 0.42516 -0.84208 2.667 -2.547 1.280 -0.185
C -2.49914 -0.22805 -0.67869 -1.423 -3.433 4.179 -0.009
H -3.09113 -1.30253 -0.49639 1.298 2.943 -1.013 0.162
C 2.23359 1.59998 0.01809 0.892 -0.585 0.289 -0.134
H -0.61830 -2.49828 -0.89252 0.253 1.763 2.092 0.191
C -0.46401 -1.78951 0.09913 0.852 -1.720 -0.413 -0.055
H 1.98849 2.37119 -0.66550 -0.020 1.291 -0.302 0.057
H -1.64745 -0.22611 2.17262 -0.011 0.408 -1.024 0.146
H 2.67739 -0.58612 -0.28568 -0.417 1.438 -0.601 0.081
C -1.07982 -0.44230 -0.00076 -0.344 0.229 -3.362 -0.346
H 2.17406 0.28565 -1.76053 -1.567 0.088 -0.830 0.042
H -3.12308 0.52118 -0.08937 0.649 -0.713 -0.565 0.115
H 2.87507 1.97921 0.89191 -0.844 -0.889 -1.522 0.116
H -0.32492 0.14226 -0.67377 -0.274 0.161 1.594 0.185
H -1.03341 -2.41535 0.86738 0.423 0.378 -0.733 0.138
H 0.68447 -1.79256 0.37995 -2.485 0.179 -0.636 0.127



5.
6
Properties=species:S:1:pos:R:3:forces:R:3:lowdin_charge:R:1 method="wB97M-V/def2-TZVPD" total_charge=0 energy_ev=-5987.36399 lumo_energy_ev="-0.61 / -0.42" fmax_ev_per_a=6.8
N 0.92377 -0.24265 0.27868 -5.208 1.070 2.342 -0.199
N -0.08752 -1.02572 -0.02692 0.127 0.020 -1.297 0.014
N 2.10663 -0.05971 -0.32685 6.578 -0.726 -1.442 -0.127
H 0.70961 0.74337 0.37083 -0.882 0.330 0.564 0.131
N 3.17111 0.06252 0.14330 -1.569 -0.185 -1.051 0.127
H -0.90478 -0.44099 -0.35466 0.954 -0.509 0.884 0.054



6.
5
Properties=species:S:1:pos:R:3:forces:R:3:lowdin_charge:R:1 method="wB97M-V/def2-TZVPD" total_charge=0 energy_ev=-7642.32338 lumo_energy_ev="0.31 / -1.12" fmax_ev_per_a=1.5
H -0.59991 1.06192 0.27238 0.317 -0.320 0.389 0.079
N 0.01359 -0.47229 -1.08374 0.499 -0.882 -1.043 0.042
O 0.57706 -1.29159 -1.66638 -0.576 0.847 0.667 0.015
O 0.30880 -0.24473 1.26770 -0.639 1.340 0.059 -0.085
O -0.29954 0.94669 1.21003 0.398 -0.985 -0.072 -0.051



7.
9
Properties=species:S:1:pos:R:3:forces:R:3:lowdin_charge:R:1 method="wB97M-V/def2-TZVPD" total_charge=0 energy_ev=-7799.08969 lumo_energy_ev=-0.94 fmax_ev_per_a=4.9
C 0.31570 0.07946 -0.50725 2.329 3.570 0.604 -0.404
H 1.85488 -1.45217 -0.07619 -0.251 0.117 -0.083 0.056
H 0.67163 -1.84572 -1.37626 -0.006 0.129 0.260 0.044
O -1.53617 2.11247 1.74088 2.299 -0.202 0.513 -0.064
O 1.21552 1.01229 -0.26109 -3.300 -3.556 -0.828 -0.265
H 0.15640 -1.90934 0.31461 0.112 0.193 -0.212 0.044
C 0.79943 -1.35918 -0.39353 0.339 -0.256 0.024 -0.204
Cs -3.04603 1.34771 -1.49244 0.780 -0.223 0.300 0.754
C -0.43136 2.01448 2.05126 -2.301 0.228 -0.579 0.039